# 1
Density functional theory data (ωB97M-V/def2-TZVPD) for a structure of composition C19H43CrF3N4O10P at a distorted geometry.

Atoms and positions in Å:
H1 -8.400 18.205 6.739
H2 -3.865 18.508 4.151
O1 -6.237 19.292 7.538
H3 -2.336 16.710 9.618
C1 -5.623 19.712 8.705
H4 -9.059 13.811 7.103
H5 -2.665 12.011 10.487
H6 -8.484 17.865 11.652
O2 -4.244 18.193 6.162
H7 -3.334 16.412 11.625
H8 -7.121 11.267 11.078
P1 -5.734 17.878 6.766
O3 -5.899 16.692 7.655
C2 -5.410 11.685 9.755
H9 -11.512 18.125 8.871
O4 -5.418 15.818 10.282
H10 -1.645 15.064 9.967
H11 -7.412 14.954 4.189
H12 -7.699 17.709 10.086
H13 -8.704 17.070 5.458
H14 -6.407 9.897 10.348
C3 -11.246 17.306 8.204
H15 -3.182 19.659 5.229
H16 -5.657 15.152 4.317
H17 -6.321 10.883 5.578
C4 -6.450 14.494 3.963
N1 -6.461 17.201 11.820
H18 -4.481 10.004 10.110
C5 -2.488 15.340 8.001
C6 -6.673 10.933 10.142
H19 -4.153 17.449 12.916
C7 -7.768 17.272 11.082
H20 -8.072 16.239 10.915
F1 -9.485 11.977 8.942
C8 -9.157 14.203 8.116
H21 -0.907 15.901 6.828
C9 -1.755 15.869 9.241
C10 -10.051 13.220 8.909
F2 -11.237 13.111 8.323
O5 -5.409 12.898 9.312
H22 -3.107 12.211 8.733
H23 -4.740 19.088 8.846
C11 -8.158 17.982 5.700
C12 -5.392 16.484 11.360
H24 -6.368 17.834 12.601
C13 -5.948 11.508 6.389
C14 -2.982 11.520 9.567
H25 -10.949 17.885 7.329
C15 -4.177 16.549 12.302
H26 -2.374 13.909 5.489
N2 -4.311 10.964 9.847
N3 -1.816 15.464 6.869
C16 -6.007 12.923 5.879
F3 -10.287 13.487 10.135
H27 -4.189 15.673 12.950
O6 -5.611 13.799 6.616
O7 -6.744 17.778 5.495
H28 -6.523 12.412 3.957
N4 -6.409 13.178 4.604
H29 -0.744 16.217 9.030
H30 -8.697 18.742 5.134
C17 -10.165 16.416 8.718
H31 -12.114 16.756 7.839
H32 -6.528 11.295 7.288
H33 -7.407 10.997 9.339
H34 -3.308 15.289 5.548
H35 -5.154 20.692 8.623
H36 -4.904 11.232 6.537
H37 -10.639 15.972 9.593
O8 -3.647 14.892 8.121
O9 -7.879 14.544 8.610
H38 -6.303 19.662 9.556
H39 -1.688 15.384 4.719
O10 -9.920 15.346 7.793
H40 -2.291 10.721 9.299
H41 -4.891 19.752 4.818
C18 -4.081 19.065 5.063
C19 -2.260 14.991 5.560
H42 -9.207 16.930 8.799
Cr1 -5.700 14.840 8.453
H43 -6.336 14.338 2.890

## Properties
* total energy: -92697.715 eV
* 2S+1: 5
* molar mass: 627.54 g/mol
* charge: +1
* HOMO (alpha / beta): -8.67 / -9.94 eV
* frontier orbital gap (alpha / beta): 0.250 / 0.296 hartree
* LUMO energy (alpha / beta): -1.874 / -1.876 eV
* ΔE to the lowest compared entry with this formula, charge and spin: 3.5 kcal/mol

---

# 2
Density functional theory data (ωB97M-V/def2-TZVPD) for a cluster of 3 separate species, C13H18N4O4 in total at a distorted geometry.

Atoms and positions in Å:
H1 -1.062 -2.319 -4.151
O1 -3.047 -1.729 -1.786
C1 -3.330 -0.630 3.226
C2 3.544 3.358 0.219
C3 -0.709 -1.855 -3.246
O2 -1.492 -0.611 -3.072
H2 -4.048 -1.671 5.003
H3 2.346 0.534 -1.659
C4 -5.542 -0.882 3.531
N1 -2.528 -2.308 -0.532
N2 -3.998 -0.058 2.178
H4 -2.255 -0.617 3.271
H5 -6.044 0.186 1.639
O3 -2.456 -3.445 -0.630
C5 4.716 4.062 0.231
C6 5.619 3.367 1.081
C7 2.232 -2.121 -1.702
C8 4.965 2.264 1.557
C9 1.344 0.246 -1.959
H6 0.711 0.360 -1.083
C10 -4.260 -1.153 4.083
H7 0.956 0.885 -2.730
C11 -5.345 -0.204 2.359
C12 -2.363 -0.561 -2.077
H8 -0.831 -2.525 -2.411
H9 2.999 1.576 1.215
H10 2.615 3.538 -0.294
H11 2.015 -2.081 -0.638
H12 3.270 -1.824 -1.805
H13 -3.565 0.398 1.395
N3 3.701 2.267 1.032
H14 2.099 -3.129 -2.058
H15 -6.496 -1.153 3.948
O4 -2.602 0.466 -1.479
H16 6.633 3.646 1.314
H17 5.287 1.482 2.222
C13 1.352 -1.167 -2.440
N4 0.664 -1.564 -3.444
H18 4.908 4.973 -0.309

## Properties
* total energy: -27917.697 eV
* molar mass: 294.31 g/mol
* SMILES string: CC(C)=NCOC(=O)ON=O.c1cc[nH]c1.c1cc[nH]c1
* HOMO: -8.24 eV
* frontier orbital gap: 0.269 hartree
* LUMO energy: -0.914 eV
* ΔE to the lowest compared entry with this formula, charge and spin: 161.7 kcal/mol

---

# 3
Density functional theory data (ωB97M-V/def2-TZVPD) for the molecule C3H6O2 at a distorted geometry.

Atoms and positions in Å:
C1 1.353 0.549 1.037
C2 -0.497 0.076 -0.328
H1 -0.803 1.115 -0.227
O1 0.830 -0.154 -0.079
O2 -1.651 -0.773 0.149
H2 -1.865 -0.417 -1.902
H3 -0.676 -1.769 -1.447
H4 2.406 0.279 1.152
C3 -1.197 -0.847 -1.179
H5 0.808 0.266 1.938
H6 1.276 1.632 0.888

## Properties
* total energy: -7301.187 eV
* molar mass: 74.08 g/mol
* SMILES string: CO[C@H]1CO1
* HOMO: -10.32 eV
* frontier orbital gap: 0.419 hartree
* LUMO energy: 1.076 eV
* ΔE to the lowest compared entry with this formula, charge and spin: 57.5 kcal/mol

---

# 4
Density functional theory data (ωB97M-V/def2-TZVPD) for the molecule C4H4N2O2 at a distorted geometry.

Atoms and positions in Å:
O1 -3.233 -0.009 -1.198
H1 -2.224 1.277 -0.045
C1 2.118 -0.007 0.841
N1 0.485 1.314 0.177
O2 1.623 1.190 0.722
H2 1.244 -1.951 0.328
H3 2.923 0.087 1.628
C2 0.244 0.058 -0.225
H4 -1.067 -1.257 -1.079
C3 1.161 -0.844 0.359
C4 -2.249 0.430 -0.755
N2 -1.026 -0.287 -0.753

## Properties
* total energy: -11285.373 eV
* molar mass: 112.09 g/mol
* SMILES string: O=CNc1ccon1
* HOMO: -9.42 eV
* frontier orbital gap: 0.376 hartree
* LUMO energy: 0.811 eV
* ΔE to the lowest compared entry with this formula, charge and spin: 73.0 kcal/mol

---

# 5
Density functional theory data (ωB97M-V/def2-TZVPD) for a cluster of 7 separate species, C16H44Br2N14O9P in total at a distorted geometry.

Atoms and positions in Å:
H1 1.424 -2.698 -1.972
C1 1.113 -2.539 -0.829
O1 -0.569 -10.988 -0.528
H2 -1.394 0.055 2.109
H3 0.941 -1.361 -0.740
O2 -1.604 -0.890 2.365
C2 -0.363 5.694 -2.830
H4 -0.532 4.783 -4.693
H5 -2.877 0.215 4.066
H6 -1.179 2.017 6.543
N1 2.276 6.036 4.810
O3 0.447 5.208 5.832
C3 -0.375 -9.783 -0.554
N2 -5.499 5.419 -5.997
H7 -1.236 -7.891 -0.659
C4 2.491 -3.000 0.001
H8 3.969 2.204 0.235
H9 -4.361 -0.642 -1.277
O4 0.784 -5.917 0.170
N3 2.338 5.527 7.015
H10 -2.313 0.193 5.711
P1 -0.178 -1.815 1.878
H11 1.637 -9.882 -0.442
H12 3.236 6.337 4.832
N4 -1.376 -8.887 -0.636
H13 -2.193 6.069 -3.747
C5 -2.545 -1.883 -0.690
H14 1.767 6.083 3.938
H15 5.137 -2.804 0.865
O5 -2.026 2.468 3.521
C6 1.613 5.568 5.883
C7 -0.225 -3.382 -0.402
O6 -3.559 5.089 -4.899
H16 4.013 -0.169 0.097
N5 0.856 -9.243 -0.504
C8 -3.484 -1.179 -1.884
N6 -3.867 4.156 -6.927
H17 -4.013 -1.965 -2.571
N7 -1.599 6.213 -2.948
H18 -6.093 5.275 -6.795
H19 -1.935 6.780 -2.181
C9 -1.911 1.905 4.598
C10 0.123 -4.978 -0.772
H20 2.559 -2.515 1.064
H21 1.096 4.195 0.017
N8 -0.639 -3.296 1.035
C11 3.697 -0.688 -0.931
C12 -1.567 -3.040 -1.306
N9 0.033 4.950 -3.878
H22 1.877 5.181 7.845
H23 -2.926 -0.319 -2.453
H24 2.684 -4.152 -0.035
O7 0.341 5.882 -1.850
O8 -0.163 -5.522 -1.988
H25 4.548 -0.357 -1.700
H26 6.007 -2.079 -0.670
N10 3.188 2.844 0.173
C13 1.956 2.303 0.122
H27 1.035 -8.253 -0.524
O9 1.763 1.098 0.149
C14 5.203 -2.847 -0.306
Br1 -3.927 -2.610 0.626
H28 0.982 -3.300 3.356
H29 -2.318 -9.252 -0.676
H30 -2.943 3.747 -6.878
H31 1.101 -1.648 3.889
N11 0.495 -2.384 3.466
C15 -4.263 4.900 -5.878
H32 0.013 2.834 0.000
H33 -5.835 5.986 -5.229
H34 -2.207 -4.048 -1.310
H35 -4.432 3.990 -7.742
H36 2.701 -0.229 -1.348
H37 -1.955 -0.957 -0.220
N12 0.956 3.199 0.040
H38 -0.902 3.392 5.516
C16 3.743 -2.325 -0.879
H39 3.367 3.833 0.152
H40 3.299 5.819 7.076
H41 3.646 -2.739 -1.994
H42 -0.514 -4.171 1.582
H43 0.957 4.540 -3.829
H44 5.387 -3.919 -0.745
N13 -2.399 0.673 4.831
N14 -1.284 2.465 5.649
Br2 -1.216 -2.581 -3.214

## Properties
* total energy: -205972.295 eV
* molar mass: 767.40 g/mol
* charge: -1
* HOMO: -4.92 eV
* frontier orbital gap: 0.234 hartree
* LUMO energy: 1.437 eV